2 unconnected molecules or ions with the total composition C10H16 in a non-equilibrium geometry, computed with ωB97M-V/def2-TZVPD.

Last column: natural (NBO) charge in e.
Geometry (Å):
1 C -2.4937 -0.9708 -1.0664  -0.6018
2 C -1.3836 -1.7146 -1.8456  -0.6081
3 H -3.4470 -1.0588 -1.6074  0.2020
4 H -2.6282 -1.4817 -0.0371  0.1953
5 H -2.2492 0.0579 -0.9016  0.2009
6 H -0.5167 -1.6501 -1.2329  0.2071
7 H -1.1507 -1.2349 -2.7907  0.2037
8 H -1.5952 -2.8043 -1.9666  0.2020
9 C -0.2822 0.1893 1.8759  -0.4212
10 C -0.4848 1.4678 2.6806  -0.5986
11 C 0.6937 0.3094 0.7213  0.0024
12 C 0.4498 1.1884 -0.3268  -0.2338
13 C 1.8517 -0.4883 0.6915  -0.2288
14 C 1.3611 1.2961 -1.3892  -0.1924
15 C 2.7352 -0.3844 -0.3551  -0.1879
16 C 2.5076 0.5003 -1.3926  -0.2293
17 H 0.0520 -0.6663 2.5723  0.2045
18 H -1.2276 -0.1017 1.4182  0.2149
19 H -0.5348 2.3438 1.9849  0.2036
20 H -0.4295 1.8103 -0.3216  0.2082
21 H 2.0247 -1.2118 1.4729  0.2106
22 H 1.1403 1.9737 -2.2148  0.2118
23 H 3.6386 -1.0410 -0.4119  0.2114
24 H 3.1643 0.6182 -2.1602  0.2055
25 H 0.2497 1.6275 3.4370  0.2095
26 H -1.4456 1.4260 3.1661  0.2081

As for the calculated total energy: -390.618334 a.u. Its HOMO energy is -9.04 eV. The gap between HOMO and LUMO comes out at 10.0 eV. Its SMILES is CCc1ccccc1.CC. Its net charge is 0. As for the relative energy (zero: lowest compared OMol25 entry of this formula, charge and spin): 0.477 eV.

***

2 unconnected molecules or ions with the total composition C10H16 in a non-equilibrium geometry, computed with ωB97M-V/def2-TZVPD.

Last column: natural (NBO) charge in e.
Geometry (Å):
1 C -0.2290 -2.1711 -1.6574  -0.4354
2 C 1.0187 -3.3173 -1.4114  -0.6013
3 C -0.3773 -1.1903 -0.5703  -0.0210
4 C 0.7604 -0.8464 0.3172  -0.2084
5 C -1.6493 -0.8661 -0.0811  -0.2258
6 C 0.6696 -0.0031 1.3838  -0.2243
7 C -1.7065 -0.0162 1.0128  -0.1948
8 C -0.6165 0.4542 1.7804  -0.2331
9 H -0.1527 -1.9535 -2.7046  0.2259
10 H -1.2443 -2.6905 -1.9287  0.2089
11 H 0.7899 -3.8777 -0.4476  0.2172
12 H 1.7621 -1.2731 0.0024  0.2076
13 H -2.5664 -0.8996 -0.6220  0.2162
14 H 1.5983 0.2416 1.8270  0.2177
15 H -2.7523 0.4370 1.3100  0.2062
16 H -0.8603 1.1782 2.6274  0.2273
17 H 1.8985 -2.6642 -1.2774  0.2004
18 H 0.9960 -3.8775 -2.3732  0.2159
19 C 0.0007 3.3240 -0.0906  -0.6034
20 C 1.4880 3.7111 -0.0271  -0.6153
21 H -0.6498 4.1424 -0.1548  0.2004
22 H -0.0966 2.5922 -0.9232  0.2008
23 H -0.3431 2.7651 0.6715  0.2020
24 H 1.5502 4.5517 -0.7848  0.2107
25 H 2.2180 2.9685 -0.2539  0.2051
26 H 1.6995 3.8866 1.0940  0.2006

As for the calculated total energy: -390.536670 a.u. Its HOMO energy is -8.71 eV. The gap between HOMO and LUMO comes out at 9.7 eV. Its SMILES is CCc1ccccc1.CC. Its net charge is 0. As for the relative energy (zero: lowest compared OMol25 entry of this formula, charge and spin): 2.700 eV.

***

2 unconnected molecules or ions with the total composition C10H16 in a non-equilibrium geometry, computed with ωB97M-V/def2-TZVPD.

Last column: natural (NBO) charge in e.
Geometry (Å):
1 C 0.7075 0.9154 -0.9860  -0.4313
2 C 2.0899 1.2958 -1.5559  -0.6092
3 C 0.5695 -0.5573 -0.6662  0.0032
4 C 0.8501 -1.1373 0.5726  -0.2357
5 C 0.0936 -1.3666 -1.6915  -0.2209
6 C 0.6133 -2.4867 0.8000  -0.1890
7 C -0.1903 -2.7090 -1.4309  -0.1993
8 C 0.0495 -3.2651 -0.1990  -0.2323
9 H 0.5917 1.5092 -0.0742  0.2128
10 H -0.1112 1.2042 -1.6409  0.2142
11 H 2.7665 0.4524 -1.4375  0.2121
12 H 1.4157 -0.5538 1.2919  0.2122
13 H -0.1088 -1.0062 -2.6888  0.2103
14 H 0.9511 -2.9219 1.7316  0.2113
15 H -0.5949 -3.2855 -2.2555  0.2098
16 H -0.2248 -4.2847 0.0443  0.2138
17 H 2.5230 2.1656 -1.0621  0.2087
18 H 2.0724 1.5859 -2.6071  0.2090
19 C -1.3028 1.6217 2.3412  -0.6169
20 C -2.1473 2.0259 1.1002  -0.6183
21 H -1.9726 1.6211 3.2025  0.2036
22 H -0.9135 0.6161 2.2182  0.2112
23 H -0.5191 2.3493 2.5392  0.2030
24 H -1.9360 1.2802 0.3342  0.2088
25 H -2.0640 3.0645 0.8014  0.2074
26 H -3.2088 1.8668 1.3179  0.2016

As for the calculated total energy: -390.614929 a.u. Its HOMO energy is -9.10 eV. The gap between HOMO and LUMO comes out at 10.1 eV. Its SMILES is CCc1ccccc1.CC. Its net charge is 0. As for the relative energy (zero: lowest compared OMol25 entry of this formula, charge and spin): 0.570 eV.

***

2 unconnected molecules or ions with the total composition C10H16 in a non-equilibrium geometry, computed with ωB97M-V/def2-TZVPD.

Last column: natural (NBO) charge in e.
Geometry (Å):
1 C -1.6368 -2.0153 -0.1599  -0.6338
2 C -1.0481 0.1902 0.8866  -0.2302
3 C -0.8367 -1.1674 0.8000  0.0036
4 C -0.3497 0.9766 1.8064  -0.2045
5 C 0.1208 -1.7847 1.6230  -0.2239
6 C 0.6086 0.3869 2.6009  -0.2233
7 C 0.8463 -0.9966 2.4752  -0.1983
8 H -1.6916 0.6654 0.1624  0.2079
9 H -0.7421 1.9444 2.0850  0.2142
10 H -2.3887 -2.5369 0.4239  0.2199
11 H -1.0619 -2.7316 -0.7472  0.2197
12 H 0.2219 -2.8597 1.5532  0.2121
13 H 1.2094 0.9131 3.3260  0.2132
14 H 1.5665 -1.4126 3.1791  0.2092
15 H -2.2131 -1.3689 -0.8320  0.2134
16 C 0.7304 0.7796 -2.9060  -0.3933
17 C 1.8733 1.4661 -2.1379  -0.6093
18 C -0.5092 1.6746 -2.9623  -0.6036
19 H 1.0371 0.5369 -3.9177  0.1912
20 H 0.5551 -0.1779 -2.4018  0.1948
21 H 1.7488 2.5417 -2.2328  0.1972
22 H 2.8477 1.1349 -2.4951  0.2081
23 H -0.8518 1.8713 -1.9431  0.1995
24 H -0.2009 2.5803 -3.4731  0.2010
25 H 1.8090 1.2256 -1.0748  0.2094
26 H -1.3328 1.2188 -3.5201  0.2059

As for the calculated total energy: -390.620094 a.u. Its HOMO energy is -9.06 eV. The gap between HOMO and LUMO comes out at 10.1 eV. Its SMILES is Cc1ccccc1.CCC. Its net charge is 0. As for the relative energy (zero: lowest compared OMol25 entry of this formula, charge and spin): 0.429 eV.

***

2 unconnected molecules or ions with the total composition C10H16, computed with ωB97M-V/def2-TZVPD.

Last column: Mulliken spin population.
Geometry (Å):
1 C -2.9392 0.9400 -1.5337  -0.0092
2 C -3.0296 -0.5743 -1.6244  0.0039
3 C -1.5099 1.4610 -1.3845  0.0130
4 H -3.3843 1.4073 -2.4067  0.0006
5 H -3.5275 1.2233 -0.6525  -0.0002
6 H -4.0618 -0.8754 -1.8080  0.0006
7 H -0.8758 0.8543 -2.0261  -0.0018
8 H -1.4782 2.4719 -1.7821  0.0000
9 H -2.7967 -1.0298 -0.6461  -0.0012
10 H -2.3247 -0.9990 -2.3448  0.0009
11 H -1.1774 1.4611 -0.3460  -0.0003
12 C 3.1129 1.1810 1.1265  0.0297
13 C -0.1531 -1.4113 0.4794  0.2396
14 C -0.0296 -0.7733 1.7387  0.0518
15 C 0.8339 -1.2915 -0.5261  0.1181
16 C 1.0228 0.0707 1.9346  0.1319
17 C 1.9328 -0.5159 -0.3091  0.0969
18 C 2.0143 0.2328 0.9017  0.2340
19 H -1.0369 -2.0159 0.3366  0.0135
20 H -0.7867 -0.8982 2.4967  0.0063
21 H 0.7058 -1.7311 -1.5049  0.0030
22 H 1.1590 0.5880 2.8700  -0.0021
23 H 2.7304 -0.4038 -1.0244  0.0023
24 H 3.7577 0.8160 1.9379  0.0455
25 H 2.7536 2.1787 1.4015  0.0249
26 H 3.7728 1.2935 0.2755  -0.0017

As for the calculated total energy: -390.309894 a.u. Its HOMO energy (alpha / beta) is -14.34 / -14.36 eV. As for the multiplicity: 2. Its expectation value of S² is 0.767. The gap between HOMO and LUMO (alpha / beta) comes out at 10.0 / 6.2 eV. Its net charge is +1. As for the relative energy (zero: lowest compared OMol25 entry of this formula, charge and spin): 0.000 eV.

***

A molecular structure, C10H16BCl3F4OTc in a non-equilibrium geometry, computed with ωB97M-V/def2-TZVPD.

Last column: Mulliken spin population.
Geometry (Å):
1 C 2.3225 -0.1981 -0.8296  0.1148
2 C 1.7462 -0.1307 -2.1157  -0.0090
3 C 0.6147 -0.9638 -2.1771  0.2891
4 C 2.2721 0.7000 -3.2241  0.0187
5 C 0.4145 -1.5650 -0.8587  -0.0720
6 C 1.5524 -1.1315 -0.0387  0.1732
7 C 2.0669 -1.8881 1.1015  0.6598
8 C 3.5547 0.4875 -0.3946  -0.0132
9 C -0.1761 -1.2210 -3.3807  -0.0099
10 C -0.2154 -2.8986 -0.6489  0.0304
11 Tc -0.2012 -0.0150 0.4221  1.6242
12 Cl -0.6304 1.7656 -1.3576  -0.0343
13 Cl 0.9614 1.9607 1.1435  0.0353
14 Cl -2.2587 -0.5774 -0.6102  0.0006
15 H 2.7607 1.6218 -2.8376  -0.0009
16 H 1.4579 0.9976 -3.9080  -0.0004
17 H 3.0434 0.1719 -3.8225  0.0000
18 H -0.5586 -0.2740 -3.7722  0.0157
19 H -1.0152 -1.8738 -3.1527  -0.0014
20 H 0.4207 -1.7151 -4.1603  0.0272
21 H -1.1480 -2.9492 -1.2204  0.0046
22 H -0.4300 -3.0758 0.4108  -0.0131
23 H 0.4831 -3.6969 -0.9359  -0.0165
24 H 1.5267 -2.7902 1.3503  -0.0235
25 H 1.6469 -1.0298 2.3008  0.0022
26 H 3.1434 -1.8928 1.1703  -0.0084
27 H 3.4784 1.5826 -0.5053  0.0157
28 H 4.4201 0.1692 -0.9989  0.0211
29 H 3.7745 0.2777 0.6574  0.0001
30 O 0.7785 -0.4302 2.4377  0.1328
31 H 1.2385 0.4479 2.5979  -0.0074
32 F -1.5197 -0.0270 1.9308  0.0307
33 B -2.4911 1.1265 2.6457  0.0113
34 F -2.6745 2.0744 1.6653  0.0013
35 F -3.5562 0.3053 2.9093  0.0006
36 F -1.7613 1.5740 3.7272  0.0006

As for the calculated total energy: -2351.763980 a.u. Its HOMO energy (alpha / beta) is -0.05 / 0.01 eV. As for the multiplicity: 4. Its expectation value of S² is 3.914. The gap between HOMO and LUMO (alpha / beta) comes out at 5.5 / 5.2 eV. Its net charge is -2. As for the relative energy (zero: lowest compared OMol25 entry of this formula, charge and spin): 3.573 eV.

***

2 unconnected molecules or ions with the total composition C10H16BN2O7 in a non-equilibrium geometry, computed with ωB97M-V/def2-TZVPD.

Last column: natural (NBO) charge in e.
Geometry (Å):
1 C 2.3311 -2.6199 1.3134  -0.2540
2 O 1.7260 -2.8774 0.0572  -0.5189
3 C 1.7926 -1.7874 -0.8072  -0.0407
4 C 0.6804 -0.7613 -0.5174  -0.4502
5 C 0.4167 0.1454 -1.7099  -0.4034
6 C -0.8194 1.0200 -1.5919  -0.3789
7 C -0.8083 1.9964 -0.4116  0.1849
8 C -1.1713 1.3222 0.8598  0.2064
9 N -1.1905 0.6864 1.8228  -0.2401
10 C -1.8815 3.1214 -0.7168  -0.5220
11 C -2.8096 3.3456 0.3815  0.2751
12 N -3.5645 3.5005 1.2403  -0.3072
13 O 0.4622 2.6106 -0.3492  -0.7157
14 B 0.8521 3.0479 0.9150  1.3344
15 O 0.1091 3.9117 1.6879  -0.9452
16 O 2.0996 2.6305 1.3731  -0.9202
17 H 1.8370 -3.2641 2.0325  0.2001
18 H 2.1970 -1.5850 1.6258  0.1655
19 H 3.3922 -2.8679 1.2429  0.1589
20 H 2.7488 -1.2548 -0.7321  0.1451
21 H 1.6234 -2.1507 -1.8195  0.1816
22 H 1.0219 -0.1625 0.3310  0.1868
23 H -0.2073 -1.2924 -0.1745  0.2500
24 H 1.3205 0.7121 -1.9264  0.2066
25 H 0.2515 -0.5104 -2.5685  0.2135
26 H -1.7449 0.4489 -1.5799  0.2343
27 H -0.8621 1.6402 -2.4904  0.2052
28 H -1.3726 4.0421 -0.9719  0.2699
29 H -2.4518 2.8179 -1.5905  0.2576
30 H -0.6072 3.4882 2.1731  0.5216
31 H 2.7299 3.3253 1.1592  0.4951
32 C -1.9416 -4.7933 0.2268  0.9376
33 O -1.8929 -5.1965 1.4194  -0.8404
34 O -0.9836 -3.7873 -0.0440  -0.7835
35 O -2.6698 -5.1315 -0.7107  -0.7824
36 H -0.6128 -3.7709 0.8505  0.4726

As for the calculated total energy: -1051.842126 a.u. Its HOMO energy is -3.99 eV. The gap between HOMO and LUMO comes out at 5.8 eV. Its net charge is -1.

***

2 unconnected molecules or ions with the total composition C10H16BrClN3 in a non-equilibrium geometry, computed with ωB97M-V/def2-TZVPD.

Last column: natural (NBO) charge in e.
Geometry (Å):
1 C -0.6590 2.9018 3.2400  -0.4332
2 N -1.2362 1.7437 3.9176  -0.2600
3 C -2.3954 1.9237 4.7849  -0.4398
4 C -0.6690 0.4882 3.7261  0.2105
5 Cl -1.2923 -0.9204 4.5071  0.1673
6 H -1.2025 3.8186 3.4703  0.2469
7 H 0.3779 3.0179 3.5500  0.2411
8 H -0.6813 2.7367 2.1642  0.2501
9 H -2.7111 2.9666 4.8194  0.2459
10 H -3.2258 1.3215 4.4234  0.2463
11 H -2.1541 1.6004 5.7949  0.2456
12 H 0.1726 0.3912 3.0719  0.2667
13 C 2.2759 -0.8932 -4.1869  -0.3983
14 N 1.1260 -1.4896 -3.5124  -0.4562
15 C 0.3820 -2.5102 -4.2359  -0.3992
16 C 0.7597 -1.0830 -2.1932  0.2018
17 C -0.5034 -0.6014 -1.8690  -0.1583
18 Br -1.8312 -0.3796 -3.1827  0.1002
19 C -0.7746 -0.2289 -0.5744  0.0155
20 N 0.0919 -0.2796 0.4312  -0.4875
21 C 1.2946 -0.7299 0.1112  0.0310
22 C 1.6758 -1.1282 -1.1472  -0.2659
23 H 2.7425 -0.1515 -3.5431  0.2085
24 H 3.0171 -1.6472 -4.4410  0.1932
25 H 1.9440 -0.3982 -5.0954  0.2004
26 H -0.4194 -2.8985 -3.6118  0.2128
27 H -0.0517 -2.0790 -5.1330  0.1961
28 H 1.0365 -3.3339 -4.5151  0.1976
29 H -1.7650 0.1389 -0.3512  0.1971
30 H 2.0084 -0.7957 0.9186  0.1878
31 H 2.6670 -1.5014 -1.3385  0.2359

As for the calculated total energy: -3588.820703 a.u. Its HOMO energy is -10.55 eV. The gap between HOMO and LUMO comes out at 5.5 eV. Its net charge is +1. As for the relative energy (zero: lowest compared OMol25 entry of this formula, charge and spin): 0.000 eV.

***

A single C10H16BrFO molecule in a non-equilibrium geometry, computed with ωB97M-V/def2-TZVPD.

Last column: natural (NBO) charge in e.
Geometry (Å):
1 C 2.2505 -0.2213 -1.1401  0.1984
2 C 1.5765 1.0406 -0.8414  -0.4358
3 C 0.1630 -0.0327 0.9623  -0.4694
4 C 3.3589 -0.5493 -0.5078  0.2288
5 C 0.1061 0.8694 -0.3348  0.0278
6 C -0.6122 -1.3034 1.0657  0.0339
7 C -0.4425 2.3213 0.0116  -0.6178
8 C -0.8590 0.2906 -1.4631  -0.6005
9 C 0.1554 -2.6146 0.9231  -0.6361
10 C -1.9337 -1.3272 1.2906  -0.4242
11 O 1.6369 -1.0310 -2.0364  -0.6506
12 F 3.8941 -1.7871 -0.6439  -0.3421
13 Br 4.5540 0.5160 0.5802  0.0457
14 H 2.0331 1.6455 -0.2185  0.2237
15 H 1.4693 1.6165 -1.8766  0.2081
16 H 1.1425 -0.1798 1.2347  0.2087
17 H -0.2460 0.5257 1.7899  0.2249
18 H -1.5081 2.4605 0.1035  0.2134
19 H -0.2221 3.0607 -0.7488  0.2071
20 H -0.0304 2.7513 0.8806  0.2045
21 H -0.8132 -0.7353 -1.3732  0.2113
22 H -0.3446 0.6375 -2.3014  0.2075
23 H -1.8580 0.7030 -1.2759  0.2092
24 H 1.2261 -2.4141 0.8825  0.1992
25 H -0.0286 -3.0147 0.0456  0.2095
26 H -0.0139 -3.2685 1.7666  0.2257
27 H -2.4637 -2.3146 1.5612  0.1915
28 H 1.8616 -1.8971 -1.6624  0.4897
29 H -2.6949 -0.5145 1.5932  0.2081

As for the calculated total energy: -3139.630832 a.u. Its HOMO energy is -9.00 eV. The gap between HOMO and LUMO comes out at 9.6 eV. Its SMILES is C=C(C)CC(C)(C)C/C(O)=C(/F)Br. Its net charge is 0. As for the relative energy (zero: lowest compared OMol25 entry of this formula, charge and spin): 1.165 eV.